# C34H52MnNO5Si

A structure of composition C34H52MnNO5Si in a non-equilibrium geometry (wB97M-V/def2-TZVPD, OMol25).

XYZ file:
```
94
Properties=species:S:1:pos:R:3:mulliken_spin:R:1
C 2.08821 -0.37937 -0.19229 -0.038
C 2.06789 -1.16886 -1.37967 -0.084
C 1.63777 -0.33942 -2.45232 -0.142
H 2.44064 -2.18366 -1.47507 -0.004
C 1.36645 0.96464 -1.93332 0.076
C 1.66543 0.94617 -0.53799 -0.102
H 1.14091 1.85717 -2.51194 0.040
C -1.38417 -2.13340 0.50109 0.096
C -0.08830 -2.50024 0.01139 -0.100
C -0.18945 -2.57018 -1.42735 -0.044
H 0.74402 -2.86652 0.60589 0.017
C -1.45079 -1.98419 -1.79099 0.017
C -2.20399 -1.76921 -0.59336 -0.014
H 1.68863 -0.59936 -3.50640 0.057
H 1.68400 1.82452 0.09953 0.005
H 2.49423 -0.68490 0.77065 0.012
H -3.23831 -1.42320 -0.55416 0.014
H 0.45138 -3.10077 -2.12288 0.001
H -1.72747 -2.19531 1.52688 0.015
Mn 0.05930 -0.48407 -0.89747 2.066
C -1.89268 -1.65395 -3.18111 0.026
C -3.40530 -1.89393 -3.23988 -0.001
C -1.20881 -2.53588 -4.23057 0.003
H -3.61848 -2.90432 -2.85476 0.000
H -3.78861 -1.80272 -4.25452 0.000
H -3.93802 -1.16911 -2.61826 0.000
H -1.33852 -3.59595 -3.97737 0.000
H -0.13613 -2.34160 -4.32856 0.003
H -1.66461 -2.36042 -5.21056 -0.001
C -1.42911 -0.17687 -3.39151 0.049
C -2.09033 0.46560 -4.58339 -0.009
H -0.34183 -0.16230 -3.57536 -0.030
H -1.65356 0.46443 -2.50600 -0.002
O -3.20554 0.07365 -4.91654 0.000
N -1.46788 1.44657 -5.31401 0.008
C -0.30311 2.25626 -4.93936 -0.001
H -2.06449 1.83248 -6.03875 0.000
C 0.99882 1.61452 -5.38136 0.256
C 2.19866 2.24583 -5.03289 0.728
H 2.14739 3.20300 -4.50383 0.003
C 3.42181 1.63962 -5.32201 -0.136
H 4.34727 2.11862 -4.99428 0.001
C 3.44901 0.42443 -6.01931 0.541
H 4.40471 -0.04526 -6.25680 0.027
C 2.25543 -0.17751 -6.43203 0.487
H 2.25623 -1.11796 -6.98783 0.018
C 1.02651 0.42892 -6.12903 0.002
H 0.08450 -0.01414 -6.46748 0.013
H -0.27562 2.43586 -3.84591 0.001
H -0.40969 3.23545 -5.43511 0.029
C 1.15739 3.23313 3.45511 0.000
C 2.05701 2.00537 3.47480 -0.001
C 3.38270 2.34272 2.80566 0.000
C 2.31768 1.59111 4.91674 -0.001
O 1.47103 0.89655 2.72500 0.002
Si -0.05726 0.38317 2.37890 -0.016
O -0.41855 0.38399 0.81222 0.087
O -0.21578 -1.15670 2.92276 0.002
C 0.40136 -2.06804 3.87066 0.002
C 1.84831 -2.32179 3.46736 0.000
C 0.33307 -1.49853 5.28122 0.000
C -0.39859 -3.36494 3.80458 0.001
O -1.03322 1.32252 3.31738 0.002
C -2.48246 1.28989 3.34636 0.006
C -3.05044 1.56882 1.95836 0.008
C -2.97359 -0.05132 3.87121 -0.004
C -2.90868 2.39302 4.31014 -0.001
H 1.67664 4.06700 3.95392 0.000
H 0.21927 3.05086 3.98995 0.001
H 0.93338 3.53777 2.42588 0.000
H 3.88454 3.14180 3.37056 0.000
H 4.04465 1.46799 2.78899 0.000
H 3.22684 2.69561 1.77856 0.000
H 1.37896 1.43236 5.46212 0.000
H 2.94010 0.68786 4.96324 0.000
H 2.86234 2.39937 5.42816 0.000
H 2.43245 -1.39503 3.52391 0.000
H 2.28943 -3.06230 4.15196 0.000
H 1.90079 -2.71699 2.44500 0.000
H -0.70237 -1.26634 5.56176 0.000
H 0.72262 -2.24563 5.99037 0.000
H 0.94604 -0.59272 5.37060 0.000
H -1.44684 -3.19015 4.08255 0.000
H -0.36869 -3.79050 2.79363 0.000
H 0.02462 -4.10084 4.50312 0.000
H -2.77327 0.78474 1.24456 0.004
H -4.14872 1.62357 2.01161 0.000
H -2.67294 2.52851 1.58507 0.001
H -2.55782 -0.24224 4.86739 0.000
H -4.06945 -0.02335 3.95761 0.000
H -2.70473 -0.87868 3.20473 0.001
H -2.52162 2.19444 5.32007 0.000
H -2.54437 3.37433 3.97337 0.000
H -4.00622 2.42640 4.36095 0.000
```

The value obtained for the HOMO energy (spin up / spin down) is -5.234 / -7.861 eV. Its total energy is -87026.40619 eV. The value obtained for the LUMO energy (spin up / spin down) is -0.1555 / -3.0925 eV. Its spin multiplicity is 5. The gap between HOMO and LUMO (spin up / spin down) comes out at 5.078 / 4.769 eV.